No. 1
# C27H25N3O3S

A single C27H25N3O3S molecule in a non-equilibrium geometry (ωB97M-V with the def2-TZVPD basis set, the Open Molecules 2025 dataset).

As for the HOMO energy: -7.839 eV. The calculation puts the largest force on an atom at 19.937 eV/Å. For the LUMO energy, the calculation gives -0.01212 Ha. As for the frontier orbital gap: 7.51 eV. Its energy relative to the best compared isomer or geometry (same formula, charge and spin) is 626.4 kcal per mole.

Geometry (Å):
C  -2.22067  -3.77494  -2.00895
O  -1.41535  -2.77687  -2.07292
C  -0.64590  -2.25768  -1.01226
C  0.38704  -1.19436  -1.41950
C  1.15936  -0.67573  -0.20622
C  1.02638  -1.11619  1.14404
C  2.00410  -0.77434  2.19812
C  2.38934  -1.86750  3.24118
N  2.45929  0.39489  1.84313
N  3.41694  0.92325  2.78213
C  3.85945  1.96343  2.53559
O  4.58949  2.67672  3.44997
C  3.32365  2.75782  1.32949
C  2.40944  3.91418  1.77613
C  1.62172  4.27409  0.63332
C  1.61536  3.78210  -0.55252
C  0.69786  4.24556  -1.71539
S  0.07560  2.72469  -2.81638
C  -1.03030  1.83550  -1.52821
C  -0.92630  2.10004  -0.27395
C  -1.74672  1.29034  0.61081
C  -2.67226  0.17576  0.24584
C  -2.67008  0.10840  -1.40372
C  -3.84698  -0.59842  -1.72654
C  -3.67812  -0.78913  -3.23235
C  -2.74359  0.01903  -3.82098
N  -2.12575  0.92256  -3.44507
C  -1.96267  1.06271  -1.86852
C  2.77929  2.47494  -0.98767
C  3.30155  2.14179  0.07425
C  0.21766  -2.32607  1.28616
C  -0.64866  -2.75203  0.34055
O  -1.79374  -3.61753  0.56800
C  -1.83409  -4.24925  2.08315
H  -3.11412  -3.75449  -1.47360
H  -2.42397  -3.84557  -3.00320
H  -1.56846  -4.73424  -1.66884
H  0.45581  -0.84597  -2.27919
H  1.74967  -0.04631  -0.23962
H  1.70151  -1.73270  4.02243
H  2.04223  -2.77293  2.96900
H  3.23940  -1.68635  3.51944
H  3.82909  0.28650  3.56606
H  2.42279  4.35819  2.67195
H  1.02650  5.04378  0.66656
H  -0.16911  4.78039  -1.39300
H  1.27937  4.58817  -2.55155
H  -0.38752  2.73458  0.14846
H  -1.77009  1.38781  1.62963
H  -3.40952  -0.29784  0.63800
H  -4.21239  -1.28624  -1.26652
H  -4.38109  -1.28892  -3.84198
H  -2.72588  0.06323  -5.05933
H  2.67099  2.08563  -1.85237
H  3.98892  1.51927  -0.18312
H  0.10381  -2.68126  2.25989
H  -1.95861  -3.39953  2.68409
H  -0.98959  -4.60683  2.04217
H  -2.77204  -4.88610  1.94394

Cartesian forces (eV/Å) of the 6 atoms listed first:
0.9 -6.7 1.3
4.9 7.1 2.4
2.8 1.8 -2.0
-2.0 -5.3 14.0
-11.7 -11.4 -0.5
-1.3 -4.5 -2.7

No. 2
# C8H6F2NPtSe2Te2

A molecular structure, C8H6F2NPtSe2Te2 (ωB97M-V with the def2-TZVPD basis set, the Open Molecules 2025 dataset).

As for the HOMO energy (alpha / beta): -3.126 / -3.467 eV. The calculation puts the largest force on an atom at 0.596 eV/Å. For the LUMO energy (alpha / beta), the calculation gives 0.07374 / 0.06842 Ha. Its net charge is -1. As for the frontier orbital gap (alpha / beta): 5.13 / 5.33 eV. Its spin multiplicity is 3.

Geometry (Å):
Pt  -2.90114  -0.38707  0.63512
Se  -3.63420  -2.65389  -0.01531
Te  -3.70885  -0.96843  -1.87596
Te  -5.12313  1.03629  0.29518
Se  -4.41127  3.23285  -0.38513
N  -1.04717  0.91238  0.28044
C  0.02155  0.67687  -0.06843
C  1.33770  0.35073  -0.50133
C  2.39906  0.36576  0.40589
C  3.66743  0.02765  -0.02913
C  3.88100  -0.32636  -1.35488
C  2.82231  -0.34647  -2.25302
C  1.54849  -0.00923  -1.83431
H  2.21478  0.63226  1.43746
H  4.49313  0.03449  0.67004
H  4.87546  -0.59294  -1.68843
H  2.98915  -0.63218  -3.28308
H  0.70912  -0.03278  -2.51639
F  -1.48177  -1.01081  3.05566
C  -2.59990  -0.28883  2.63884
F  -3.63680  -0.76179  3.41675
H  -2.41494  0.74151  2.97003

Cartesian forces (eV/Å) of the 6 atoms listed first:
-0.2 -0.2 -0.3
0.0 0.2 0.3
0.3 -0.3 -0.5
0.0 0.4 0.4
0.0 -0.1 0.0
-0.1 0.0 0.0

No. 3
# C65H41F3N3O26Rb

A molecular structure, C65H41F3N3O26Rb in a non-equilibrium geometry (ωB97M-V with the def2-TZVPD basis set, the Open Molecules 2025 dataset).

As for the HOMO energy: -2.315 eV. The calculation puts the largest force on an atom at 6.064 eV/Å. For the LUMO energy, the calculation gives 0.06035 Ha. Its net charge is -2. As for the frontier orbital gap: 3.96 eV.

Geometry (Å):
Rb  -1.79076  0.28190  1.20583
N  -1.12841  2.51140  4.47172
O  -0.91951  2.48589  3.27737
O  -1.59579  1.53847  5.10112
O  -0.95707  3.52655  5.18916
N  -1.44460  -2.57335  3.20852
O  -1.04896  -3.06594  2.17109
O  -1.12269  -1.46660  3.49676
O  -1.98629  -3.34500  4.06720
N  -4.62296  1.14480  3.41227
O  -4.04159  0.18948  3.78925
O  -5.77099  1.30157  3.91602
O  -4.18987  1.81832  2.45928
C  -1.03576  -1.00510  -5.53067
C  0.29004  -0.35483  -4.97942
O  -0.01859  0.34145  -3.84500
C  -1.03133  -0.41765  -3.30792
O  -1.51243  -0.20952  -2.15178
O  -1.57902  -1.25059  -4.26271
F  0.79670  0.46954  -5.87731
H  -0.80859  -1.87187  -6.15131
H  -1.55597  -0.27988  -6.15639
H  1.05288  -1.08886  -4.71986
C  -3.08831  4.76688  -0.81496
C  -2.17249  4.59498  0.30357
O  -0.84431  4.59164  -0.16200
C  -0.89325  4.46908  -1.47078
O  0.06537  4.47901  -2.25639
O  -2.21571  4.57422  -1.89997
F  -2.46431  3.47895  0.95695
H  -3.59423  5.73056  -0.87372
H  -3.89725  4.03638  -0.80563
H  -2.32756  5.41088  1.00953
C  2.80401  -2.64651  0.50837
C  1.44355  -1.88847  0.58832
O  1.26312  -1.32555  -0.59503
C  1.99602  -2.08577  -1.53011
O  2.21104  -1.79713  -2.72307
O  2.74364  -3.00346  -0.88352
F  1.45990  -0.92646  1.50046
H  2.80805  -3.52351  1.15562
H  3.66983  -2.00836  0.68512
H  0.58189  -2.49680  0.86325
C  -7.42205  -2.19146  -3.95141
C  -7.36288  -3.06847  -5.05962
C  -6.22648  -3.88120  -5.18529
C  -5.17926  -3.89613  -4.19362
C  -5.27552  -2.99075  -3.10375
C  -6.42360  -2.16698  -2.95418
C  -4.14065  -2.91195  -2.06451
O  -4.22488  -2.20193  -1.06103
C  -3.01485  -3.93211  -2.13310
C  -2.07875  -4.03352  -1.14244
C  -1.12463  -4.99723  -1.03121
C  -1.13806  -6.00391  -2.07343
C  -2.03816  -5.93899  -3.20675
C  -2.98340  -4.88860  -3.20977
C  -4.11323  -4.92871  -4.33445
O  -4.21738  -5.72478  -5.30138
H  -8.26605  -1.51802  -3.92833
H  -8.12023  -3.12543  -5.82746
H  -6.23387  -4.65449  -5.93919
H  -6.55273  -1.53982  -2.08447
H  -2.11332  -3.29950  -0.35097
H  -0.44674  -4.99633  -0.19046
H  -0.43022  -6.80666  -1.92872
H  -2.13156  -6.67323  -3.99324
C  3.17082  1.34434  -2.37566
C  2.70893  1.40640  -1.05633
C  3.54717  0.96730  0.01492
C  4.86122  0.41019  -0.30833
C  5.31561  0.40619  -1.68936
C  4.47592  0.99599  -2.67597
C  6.70388  -0.03685  -2.07537
O  7.17281  -0.00490  -3.21980
C  7.65476  -0.11294  -0.89330
C  9.04378  -0.11297  -1.23116
C  9.94621  -0.14974  -0.15421
C  9.59789  -0.21519  1.18291
C  8.22404  -0.14012  1.50782
C  7.23051  -0.05499  0.46269
C  5.78830  0.02918  0.82985
O  5.47718  -0.08703  2.03135
H  2.43036  1.73987  -3.05514
H  1.74135  1.83880  -0.84843
H  3.31948  1.04766  1.06758
H  4.81986  1.10967  -3.69341
H  9.38286  -0.04151  -2.25405
H  10.99922  -0.22824  -0.38099
H  10.36127  -0.39396  1.92567
H  8.05307  -0.17445  2.57364
C  9.28626  0.61854  7.31716
C  8.78949  0.10828  8.49545
C  7.47268  0.41667  8.76068
C  6.59794  1.04564  7.81897
C  7.18731  1.49907  6.60641
C  8.52051  1.23873  6.36294
C  6.29272  2.19026  5.58478
O  6.70161  2.70753  4.49643
C  4.81632  2.03450  5.81428
C  3.90842  2.29842  4.70430
C  2.57007  1.98299  4.86992
C  2.06655  1.62204  6.12599
C  2.94912  1.42875  7.21030
C  4.32630  1.56509  7.03791
C  5.17807  1.30292  8.19869
O  4.64363  1.13648  9.33216
H  10.33724  0.42759  7.15792
H  9.33286  -0.42524  9.26129
H  7.11723  0.35742  9.77879
H  9.03020  1.46326  5.43765
H  4.28484  2.94783  3.92778
H  1.80260  2.15576  4.12997
H  1.01952  1.37632  6.22477
H  2.48893  1.19697  8.15945
C  -7.99123  -0.16418  0.28310
C  -9.13253  0.01326  -0.48536
C  -8.94511  0.61887  -1.77293
C  -7.64517  0.90412  -2.35005
C  -6.57290  0.78989  -1.46056
C  -6.76946  0.31969  -0.16932
C  -5.15584  1.11868  -1.84503
O  -4.25736  1.01779  -1.07956
C  -4.91738  1.67085  -3.25871
C  -3.63212  1.99521  -3.68635
C  -3.42554  2.37151  -4.99495
C  -4.53236  2.65299  -5.82140
C  -5.85675  2.36080  -5.39525
C  -6.03748  1.76109  -4.17842
C  -7.47700  1.40498  -3.74440
O  -8.42997  1.69037  -4.45756
H  -8.11904  -0.41324  1.32620
H  -10.11396  -0.22769  -0.10439
H  -9.76657  0.75236  -2.46126
H  -5.89810  0.18500  0.45437
H  -2.77859  1.72354  -3.08295
H  -2.49343  2.68947  -5.43821
H  -4.43721  3.18202  -6.75813
H  -6.63078  2.60355  -6.10824

Cartesian forces (eV/Å) of the 6 atoms listed first:
-0.4 0.2 0.9
-1.8 -0.5 4.3
0.9 0.1 -2.4
0.4 -0.8 -1.1
1.0 1.4 -1.0
-0.2 -3.3 4.0

No. 4
# C27H65N4O7

5 unconnected molecules or ions with the total composition C27H65N4O7 (ωB97M-V with the def2-TZVPD basis set, the Open Molecules 2025 dataset).

As for the HOMO energy: -11.073 eV. The calculation puts the largest force on an atom at 0.495 eV/Å. For the LUMO energy, the calculation gives -0.12531 Ha. Its net charge is +1. As for the frontier orbital gap: 7.66 eV. Its energy relative to the best compared isomer or geometry (same formula, charge and spin) is 0.0 kcal per mole.

Geometry (Å):
C  -6.42949  4.10015  0.57988
O  -6.98245  2.79551  0.61583
C  -6.08898  1.80164  1.04924
C  -5.43045  1.12513  -0.15385
C  -4.87270  -0.27539  0.04812
N  -3.52438  -0.42314  0.73390
C  -3.55738  -0.01481  2.17695
O  -4.70335  -0.52414  2.79648
N  -5.14986  0.44157  3.84642
O  -6.03714  0.00921  4.41570
C  -2.52764  0.44896  0.00238
C  -1.09909  0.21763  0.44488
N  -0.75195  -1.15740  0.13724
C  -1.57897  -2.04984  0.92914
C  -3.05011  -1.89189  0.55365
C  -3.97366  -2.92199  1.22314
C  -3.45452  -3.58311  2.50088
N  -4.50170  -4.45591  3.00282
H  -6.19916  4.45673  1.58899
H  -7.18108  4.74708  0.13469
H  -5.52094  4.14342  -0.03155
H  -5.34723  2.24294  1.72931
H  -6.67164  1.06694  1.61275
H  -6.22943  0.98932  -0.88773
H  -4.70927  1.79106  -0.63008
H  -5.58440  -0.87190  0.61068
H  -4.72160  -0.75317  -0.92012
H  -3.55204  1.07606  2.21617
H  -2.65782  -0.40507  2.64734
H  -2.61656  0.16587  -1.05079
H  -2.82765  1.48765  0.11513
H  -0.46750  0.90076  -0.12426
H  -0.96173  0.46263  1.51038
H  0.22556  -1.29859  0.37977
H  -1.42546  -1.92964  2.01138
H  -1.32543  -3.08251  0.68441
H  -3.09136  -2.01230  -0.52995
H  -4.93668  -2.47861  1.47122
H  -4.19019  -3.70294  0.49346
H  -2.58477  -4.20390  2.27788
H  -3.13259  -2.81710  3.22221
H  -5.31454  -3.92676  3.29748
H  -4.19506  -5.00461  3.79579
C  -2.05048  -1.14254  -5.60969
C  -2.71052  -1.48380  -4.28761
O  -3.01463  -0.34645  -3.48345
C  -3.90476  0.59667  -4.06927
C  -5.28622  0.04493  -4.37035
H  -1.18375  -0.50001  -5.44985
H  -1.71536  -2.05920  -6.09573
H  -2.73227  -0.63998  -6.29600
H  -2.03216  -2.07765  -3.67376
H  -3.61219  -2.08350  -4.45259
H  -3.46247  1.03380  -4.96921
H  -3.97420  1.39871  -3.33089
H  -5.27330  -0.67776  -5.18621
H  -5.95143  0.85789  -4.66264
H  -5.70792  -0.44639  -3.49032
C  2.33893  -2.92926  -1.88417
C  1.78224  -1.51783  -1.95990
O  2.26114  -0.64622  -0.94792
C  3.66673  -0.40388  -0.95500
C  4.17475  0.25340  -2.22308
H  2.24323  -3.32763  -0.87171
H  1.78734  -3.57855  -2.56563
H  3.39103  -2.97503  -2.16659
H  0.70491  -1.53104  -1.79803
H  1.94638  -1.10507  -2.96147
H  4.21634  -1.33067  -0.75860
H  3.84287  0.25248  -0.10216
H  4.12799  -0.41497  -3.08458
H  5.21483  0.54131  -2.07378
H  3.58781  1.14543  -2.45164
C  4.78740  3.51854  4.21664
C  5.08550  3.05724  2.80173
O  4.58404  1.76939  2.48656
C  3.17997  1.61975  2.51594
C  2.45074  2.50132  1.51338
H  5.09559  2.76013  4.93739
H  5.33580  4.43756  4.42533
H  3.72695  3.72633  4.36819
H  6.16321  2.97090  2.65926
H  4.72633  3.79814  2.07762
H  2.78137  1.78109  3.52507
H  3.01846  0.56886  2.26817
H  2.47991  3.55656  1.78705
H  1.40120  2.20597  1.45081
H  2.90172  2.39196  0.52560
C  7.60102  -1.86970  0.35779
C  7.88689  -0.84415  -0.72583
O  7.10896  0.33725  -0.61801
C  7.29350  1.08827  0.57384
C  8.70645  1.61217  0.75865
H  6.53037  -2.07386  0.41734
H  8.11911  -2.80148  0.12719
H  7.94050  -1.53837  1.33952
H  7.63417  -1.25358  -1.70482
H  8.95482  -0.60155  -0.74560
H  6.97673  0.50676  1.44605
H  6.59435  1.92001  0.48494
H  9.42208  0.81427  0.96047
H  8.73549  2.29852  1.60649
H  9.03487  2.14897  -0.13237

Cartesian forces (eV/Å) of the 6 atoms listed first:
0.0 0.0 0.0
0.0 0.0 0.0
0.0 0.0 0.0
0.0 0.0 -0.1
0.0 -0.1 0.0
0.1 0.0 0.0

No. 5
# C4H11NO2

2 unconnected molecules or ions with the total composition C4H11NO2 in a non-equilibrium geometry (ωB97M-V with the def2-TZVPD basis set, the Open Molecules 2025 dataset).

As for the HOMO energy (alpha / beta): -15.291 / -15.280 eV. The calculation puts the largest force on an atom at 4.392 eV/Å. For the LUMO energy (alpha / beta), the calculation gives -0.15156 / -0.34206 Ha. Its net charge is +1. As for the frontier orbital gap (alpha / beta): 11.17 / 5.97 eV. Its spin multiplicity is 2. Its energy relative to the best compared isomer or geometry (same formula, charge and spin) is 23.3 kcal per mole.

Geometry (Å):
C  1.83051  0.21421  0.50063
C  0.64068  -0.32339  1.27377
C  -0.37893  -0.90035  0.26476
C  -1.78518  -0.42131  0.69249
N  -2.45025  0.42226  -0.15261
O  -2.25507  -0.65480  1.79245
H  2.41929  -0.39211  -0.17819
H  2.59171  0.55440  1.24571
H  1.42949  1.11300  -0.11315
H  1.07697  -1.13740  1.90776
H  0.17870  0.39208  1.96601
H  -0.19001  -0.51925  -0.72578
H  -0.35513  -1.97779  0.28923
H  -2.13995  0.68528  -1.06204
H  -3.26492  0.90769  0.23652
H  0.36126  0.20594  -2.34573
H  1.22653  0.94695  -3.27192
O  1.06430  0.88458  -2.31992

Cartesian forces (eV/Å) of the 6 atoms listed first:
-0.1 3.3 0.1
1.2 -1.6 0.3
-0.2 -0.2 1.4
-0.3 2.4 -3.7
-0.1 -1.1 2.6
-0.2 -0.7 1.3